# 1
Density functional theory data (ωB97M-V/def2-TZVPD) for a 2-piece molecular cluster, C5H13N overall at a distorted geometry.

Geometry as XYZ:
```
19
Properties=species:S:1:pos:R:3
C 2.2507 -2.6656 0.2775
N -0.2323 -0.6470 0.1428
C -2.6604 0.9600 0.5350
C -1.5744 1.7227 -0.0454
C 0.0842 0.8869 0.0830
C 1.0711 1.3069 -0.8383
H 3.0472 -2.9852 -0.3862
H 1.2598 -3.0770 0.0561
H 2.1268 -1.5960 0.1056
H 2.2550 -2.7954 1.3584
H -3.2386 0.3257 -0.1271
H -1.2488 -0.5612 0.3770
H -3.2005 1.3045 1.4124
H -1.3873 2.7459 0.2750
H -1.6141 1.8097 -1.1392
H -0.0678 -0.7252 -0.8683
H 1.0441 1.0824 -1.8990
H 0.1290 1.0952 1.1519
H 1.9561 1.8126 -0.4711
```

net charge: -1
E_tot: -6881.5776 eV
gap between HOMO and LUMO (spin up / spin down): 5.64 / 5.77 eV
energy relative to the best compared isomer or geometry (same formula, charge and spin): 67.9 kcal per mole
multiplicity: 2
<S²>: 0.77
max |F|: 0.05963 hartree/bohr

=====

# 2
Density functional theory data (ωB97M-V/def2-TZVPD) for C32H36BaF3N2O5Sb as an isolated structure at a distorted geometry.

Geometry as XYZ:
```
80
Properties=species:S:1:pos:R:3
Ba -0.4851 -0.2664 -0.7414
O 1.8630 -1.3542 -1.3957
C 1.5104 -2.2310 -2.4646
C 0.0245 -2.7145 -2.7490
N -1.1559 -1.8600 -2.6139
C -1.3971 -1.0111 -3.7839
C -0.0607 -0.3469 -4.2159
O 0.3191 -0.5953 -5.3700
O 0.5091 0.3121 -3.3040
C -2.3626 -2.4817 -2.0425
C -2.9478 -2.2958 -0.5640
O -3.8009 -3.1654 -0.3462
O -2.5805 -1.3865 0.2380
H 1.9973 -0.4425 -1.7251
H 2.0170 -3.1783 -2.2472
H 1.9130 -1.8350 -3.3947
H -0.1623 -3.6149 -2.1641
H 0.1292 -3.0285 -3.8003
H -2.1165 -0.2322 -3.5110
H -1.7935 -1.6036 -4.6192
H -2.2822 -3.5708 -2.1061
H -3.2096 -2.2108 -2.6777
C -2.8681 1.3550 3.7259
C -4.0416 1.8660 3.1913
C -4.0375 2.3150 1.8872
C -2.8648 2.2463 1.1207
N -1.7455 1.7116 1.6330
C -1.7622 1.2956 2.8943
C -2.8417 2.7788 -0.2674
C -3.5468 3.9650 -0.5092
C -3.5793 4.5086 -1.7830
C -2.9001 3.8509 -2.8052
C -2.2006 2.6800 -2.5325
C -2.1281 2.0823 -1.2584
H -2.8115 0.9906 4.7434
H -4.9501 1.9031 3.7822
H -4.9403 2.6990 1.4313
H -0.8247 0.8970 3.2703
H -4.0485 4.4850 0.3041
H -4.1105 5.4358 -1.9720
H -2.9071 4.2625 -3.8114
H -1.6555 2.2219 -3.3575
C -1.2058 -5.9570 0.5422
C -1.3986 -4.8000 1.5176
Sb -0.0540 -3.1844 1.0590
C 1.7539 -4.2073 1.7052
C 1.6239 -5.0618 2.9602
C -0.3251 -2.0435 2.8782
C -1.7346 -2.1480 3.4538
H -1.8361 -6.8128 0.8002
H -0.1694 -6.3090 0.5197
H -1.4732 -5.6521 -0.4719
H -1.2474 -5.1178 2.5516
H -2.4044 -4.3873 1.4232
H 2.4977 -3.4180 1.8398
H 2.1005 -4.8097 0.8619
H 1.1888 -4.4976 3.7886
H 2.5931 -5.4422 3.2988
H 0.9775 -5.9244 2.7857
H -0.0938 -1.0062 2.6254
H 0.4317 -2.3667 3.5975
H -2.4765 -1.8375 2.7170
H -1.8447 -1.5100 4.3351
H -1.9665 -3.1727 3.7541
F 7.7441 6.1767 0.8323
C 6.7915 6.4308 -0.0947
F 6.3351 7.6760 0.1624
F 7.4612 6.5295 -1.2733
C 5.7140 5.4067 -0.1126
C 4.4144 5.7521 -0.4759
C 3.4257 4.7896 -0.5284
C 3.6970 3.4427 -0.2215
C 5.0207 3.1176 0.1289
C 6.0099 4.0792 0.1827
C 2.6748 2.4600 -0.2500
C 1.7532 1.6424 -0.2950
H 4.1770 6.7821 -0.7107
H 2.4143 5.0548 -0.8049
H 5.2480 2.0867 0.3656
H 7.0187 3.8027 0.4635
```

net charge: -2
E_tot: -62369.9696 eV
gap between HOMO and LUMO: 5.81 eV
energy relative to the best compared isomer or geometry (same formula, charge and spin): 44.3 kcal per mole
max |F|: 0.06412 hartree/bohr

=====

# 3
Density functional theory data (ωB97M-V/def2-TZVPD) for an isolated ion of composition C6H13O and charge -1 at a distorted geometry.

Geometry as XYZ:
```
20
Properties=species:S:1:pos:R:3
C -0.7237 0.2764 -2.4553
C -1.2572 -0.1168 -1.0652
C -0.8442 0.8390 0.0689
C 0.6836 0.8217 0.3348
C 1.2735 -0.4836 0.8725
C 0.7435 -0.9902 2.2172
O 1.6806 -1.5305 3.0470
H -0.8495 -0.6124 -3.0875
H -1.2800 1.0632 -2.9588
H 0.3393 0.4636 -2.3839
H -2.3242 -0.3544 -1.1562
H -0.8462 -1.1031 -0.8201
H -1.3065 0.5063 1.0013
H -1.2278 1.8437 -0.1307
H 0.7985 1.5192 1.1770
H 1.2467 1.1252 -0.5400
H 1.3267 -1.2198 0.0547
H 2.3288 -0.2761 1.1160
H 0.3549 -0.0910 2.7463
H -0.1167 -1.6801 1.9621
```

net charge: -1
E_tot: -8479.4916 eV
gap between HOMO and LUMO: 5.68 eV
energy relative to the best compared isomer or geometry (same formula, charge and spin): 10.4 kcal per mole
SMILES string: CCCCCC[O-]
max |F|: 0.02615 hartree/bohr